{"formula": "C25H32BO4Sc", "method": "the ωB97M-V functional and the def2-TZVPD basis", "elements": ["O", "H", "C", "C", "H", "H", "C", "H", "H", "O", "H", "C", "C", "H", "H", "H", "H", "H", "C", "C", "Sc", "O", "C", "H", "H", "H", "C", "C", "H", "C", "H", "C", "C", "C", "H", "C", "H", "H", "C", "H", "H", "O", "H", "C", "C", "C", "H", "H", "H", "C", "H", "H", "H", "H", "B", "H", "H", "C", "H", "C", "C", "C", "C"], "xyz": [[3.3197, -3.5842, -3.3834], [2.1395, -4.2435, -5.0053], [0.3354, -1.0243, 1.7934], [-4.0459, 1.4059, -2.2394], [-0.9764, 2.6330, -0.4902], [-1.1929, 0.5997, 2.0851], [-6.4284, 2.6160, -1.4999], [-2.7695, -0.9647, 0.4946], [-7.3522, 3.1206, -1.2193], [2.5990, -1.6977, -0.8669], [-1.3056, -3.0739, -0.3342], [4.9956, -5.3124, -3.9382], [0.2765, -2.2375, 1.0389], [4.8707, -0.8446, 1.5290], [4.6364, -1.7387, -2.2120], [2.8988, -3.4495, -1.8853], [-0.2921, 1.4060, -2.8791], [3.4972, 0.1133, 1.0161], [-6.0713, 2.4885, -2.8444], [-1.7092, -1.1105, 0.6983], [0.1405, -0.3268, -0.4528], [-2.7366, 1.0313, -2.3446], [4.6817, -4.0848, -3.0783], [-4.6094, 1.7138, -4.2844], [3.3779, -3.4050, 1.1325], [0.9672, -3.0748, 1.1533], [2.0607, 1.2946, -0.4877], [-4.3999, 1.5410, -0.8883], [4.5681, -3.9392, -0.1596], [1.6326, 0.9615, -1.8096], [1.6259, -3.5937, -0.6125], [2.6301, -4.6639, -4.1129], [3.8626, -0.9059, 1.1151], [-4.8862, 1.8486, -3.2384], [-6.7187, 2.8997, -3.6136], [0.9603, 1.8226, 0.2343], [5.9316, -1.5169, -0.9789], [3.6664, -5.9550, -5.5558], [0.2838, 1.4023, -1.9512], [5.6964, -5.0544, -4.7365], [3.1924, -1.4218, 1.8127], [-3.3187, 1.2852, -0.1050], [5.3917, -3.2604, -3.2266], [-0.9551, -2.2732, 0.3252], [-5.6028, 2.0775, -0.4957], [4.8971, -1.2599, -1.2484], [2.2781, 0.5701, -2.5990], [5.4695, -6.0829, -3.3224], [0.9595, 2.1559, 1.2788], [3.9004, -1.6946, -0.1758], [3.1058, 1.3598, -0.1760], [4.8259, -0.1649, -1.3912], [-5.8616, 2.1122, 0.5586], [4.6828, -4.3544, -2.0079], [-2.2488, 0.8899, -0.9995], [3.3186, -6.6847, -3.9835], [1.1460, -0.7423, 2.4701], [-0.1491, 1.9478, -0.6794], [1.8736, -5.1040, -3.4475], [-0.9012, -0.3305, 1.5957], [2.5918, -3.1451, -0.8605], [3.7536, -3.2343, 0.1167], [3.6307, -5.7596, -4.4828]], "forces_ev_per_angstrom": [[1.6839, -1.9761, -2.7606], [0.1558, 0.0543, 0.4899], [-0.4259, -1.0545, 0.1479], [-0.3664, 0.8508, 0.4655], [0.1021, -0.4209, -0.1492], [0.0807, -0.3327, -0.3317], [0.1992, -0.4957, 0.0296], [0.5897, 0.0270, 0.0576], [0.1943, -0.1812, -0.1241], [-0.7025, -0.1445, 0.6433], [0.1732, 0.3585, 0.3220], [-0.0586, 0.4147, 0.0277], [-0.0626, 0.3686, 1.1261], [0.0307, -0.1963, 0.1586], [0.1440, 0.3610, 0.6893], [-0.8892, 0.0905, 1.6310], [0.0992, -0.2103, 0.5041], [0.1166, -0.3005, -0.0965], [-0.0656, -0.0991, 0.0053], [-0.2484, -0.4678, 1.0000], [-0.9941, -0.0476, -0.8661], [0.0889, -0.2002, 0.7726], [-0.5484, 0.2936, 0.2648], [-0.0952, 0.2333, 0.2505], [0.5317, -0.0006, -0.0757], [-0.1011, 0.5973, -0.3214], [-0.0694, -0.2253, -0.2266], [0.2431, 0.5626, -0.8050], [-0.4750, 0.6407, 0.4602], [-0.3183, 1.6654, 0.0049], [0.1743, 0.1971, 0.1537], [-0.0360, 0.5957, 0.2294], [0.1446, 0.1433, 0.1537], [-0.0884, -0.0934, -0.0433], [0.0297, -0.0790, 0.1244], [-0.6131, 0.8940, -0.9404], [-0.2002, 0.1165, -0.0491], [-0.0433, 0.0775, 0.1083], [1.3289, 1.2400, -0.1081], [-0.1776, -0.0280, 0.0319], [0.2992, 0.1919, -0.0423], [0.9146, -0.6798, -0.4305], [-0.2810, -0.2928, -0.0355], [-0.1861, 0.2439, 0.5809], [-0.3389, 0.2751, -0.1229], [0.1685, 0.1173, 0.1098], [-0.3919, -0.0149, 0.3458], [-0.0861, 0.0930, -0.1657], [0.0244, -0.1399, -0.6071], [-0.4086, -0.3532, -0.1218], [-0.6747, -0.4585, -0.0769], [0.0554, -0.4611, 0.0863], [0.0443, 0.2203, -0.1480], [0.0834, 0.1078, -0.5120], [-0.0793, -1.8861, -0.1023], [0.1208, 0.0951, -0.2469], [-0.3962, -0.0347, -0.3673], [1.5341, 1.0848, -0.2217], [-0.0150, 0.3883, -0.1013], [-0.2552, -0.7712, 0.3761], [0.3231, -0.6539, -1.1378], [-0.0829, 0.1017, -0.2757], [0.0967, -0.4017, 0.2625]], "e_homo_ha": -0.214, "lumo_energy_ev": 0.37, "de_lowest_kcal_mol": 0.0}

=====

{"formula": "C41H92BBrN3O10S2", "method": "the ωB97M-V functional and the def2-TZVPD basis", "elements": ["H", "H", "H", "C", "C", "C", "C", "H", "O", "H", "C", "C", "C", "O", "H", "H", "C", "C", "H", "C", "C", "N", "H", "O", "H", "H", "H", "H", "H", "H", "H", "C", "H", "H", "H", "O", "H", "C", "H", "C", "C", "H", "H", "H", "C", "C", "C", "H", "H", "C", "S", "H", "C", "H", "H", "H", "O", "C", "C", "C", "C", "C", "H", "H", "C", "O", "H", "C", "H", "C", "H", "S", "C", "H", "B", "H", "H", "O", "C", "H", "H", "N", "Br", "H", "H", "O", "H", "H", "H", "H", "H", "H", "H", "C", "H", "H", "C", "N", "H", "H", "H", "H", "O", "H", "H", "H", "H", "C", "H", "H", "H", "H", "H", "H", "H", "H", "H", "H", "H", "C", "H", "C", "H", "H", "H", "H", "C", "H", "H", "H", "H", "H", "H", "H", "C", "H", "H", "H", "H", "C", "H", "O", "C", "H", "C", "C", "H", "H", "H", "H"], "xyz": [[-1.9250, -2.9328, 2.7804], [-0.7533, -11.3434, 1.6006], [-2.9954, -10.3914, 1.6478], [1.9708, 9.3172, -6.3432], [-2.3922, -7.9494, -4.1470], [-0.6926, -9.2837, -0.9158], [-1.2180, 2.2810, 6.4571], [-0.6910, 5.0764, 0.6871], [-6.1192, -8.1770, -6.8752], [-0.0081, -9.7517, 1.4794], [1.4352, 5.3562, 8.9862], [-2.1286, -7.5384, -5.5901], [1.0231, -0.3800, 0.6525], [-1.0488, -10.4322, -0.1701], [0.8862, 5.5652, 8.0617], [-1.5506, -7.3838, 3.2231], [3.0356, 9.0024, -5.2925], [-2.0985, 2.9581, 1.9004], [-3.4096, -4.9191, -0.2612], [6.6278, 4.3438, -0.8498], [0.8181, 5.5672, 2.1351], [-2.5007, -8.3805, 1.6582], [-0.6503, 4.4891, 9.8274], [0.9337, 1.7742, 5.3801], [0.0097, 3.7099, 7.2038], [-1.7321, -6.5206, -5.5795], [1.0726, 6.0365, 9.7640], [1.6195, 10.3484, -6.2542], [0.1484, 1.7612, 8.7467], [1.5500, 4.6117, 0.3444], [-4.8624, -8.2386, -8.5231], [4.0679, 10.1274, -5.1800], [2.8206, 5.2370, 1.3611], [-0.6962, 0.5993, 5.2717], [1.2099, 5.0473, 3.0145], [-3.2463, -7.0647, -3.4446], [0.6363, 0.2793, 1.4304], [2.4942, -0.0401, 0.4386], [-5.1034, -6.9834, -2.6336], [3.7008, 7.6366, -5.5640], [-5.0647, -8.7945, -7.6024], [2.9261, 2.0315, 5.6434], [-1.2298, -5.2799, 2.0800], [-1.3003, 1.3413, 0.7697], [-0.6582, -2.2817, 1.1697], [-0.2049, 1.2314, 6.0164], [3.5880, 6.6910, -4.3865], [-6.8139, -6.9951, -8.4370], [3.5960, 11.1054, -5.3122], [-2.0932, 1.4835, 1.5085], [6.5949, 5.6103, -2.1213], [1.2548, -1.9312, 2.0920], [0.8103, -1.8247, 1.0959], [-1.5389, -8.6098, -1.0813], [-2.3356, 1.0078, 3.5761], [-5.0914, -6.7831, -4.3894], [-1.6682, -5.9529, 0.2053], [-1.8827, -6.0188, 1.6061], [1.8236, 5.4637, 0.9795], [-0.5534, 4.9870, 1.7720], [-0.6918, 3.5152, 2.1465], [1.8632, 6.7259, 0.1193], [-2.5746, 3.5386, 1.1030], [-2.9190, -5.7662, 1.8530], [-3.8114, -8.8868, -6.7610], [1.3177, 4.0074, 9.3879], [0.1028, 0.5774, 6.8428], [-2.4273, -0.8833, 2.5184], [1.7775, 6.1228, -1.9393], [-2.8388, -5.8007, -0.5726], [3.0010, -0.7987, -0.1619], [2.0622, 4.4355, -4.8096], [0.0061, 3.6151, 9.7690], [2.3634, 9.1805, -7.3551], [4.6766, 5.7839, -2.6052], [-2.0130, -9.8806, 3.0133], [2.6073, 0.9268, -0.0544], [4.4120, 4.6668, -3.5729], [-2.1455, -9.7657, 1.9319], [-3.0197, -0.9370, 1.5988], [2.4930, 5.5491, 8.8176], [-3.2509, -7.5672, -6.5188], [4.7786, 4.7295, -6.2860], [-3.1245, -1.0923, 3.3347], [4.7672, 7.7869, -5.7452], [7.0938, 6.8279, -1.4833], [-1.5006, 2.2154, 9.2008], [-1.3371, -8.1830, -5.9873], [4.5450, 10.1137, -4.1991], [5.9684, 3.5342, -1.1681], [4.3731, 5.9269, -0.3706], [0.6939, 6.6225, 2.3968], [3.2745, 7.1670, -6.4535], [3.7582, 5.1539, -4.6362], [-2.5288, -5.6795, -1.6072], [-0.3357, -9.6254, -1.8879], [2.0089, 2.1347, 6.2225], [-0.8193, 3.2122, 7.5048], [0.1065, -8.7193, -0.4264], [2.5666, 6.7841, -3.9787], [-0.5067, -7.6139, 1.8121], [2.0678, 1.4808, 7.0985], [7.3926, 5.0520, -3.2082], [2.7838, 7.5276, -1.6539], [2.5282, 8.9427, -4.3234], [1.9414, 3.1713, 6.5664], [-2.7156, 3.1032, 2.7945], [3.7794, 5.6658, -1.2548], [-5.7434, -6.1629, -7.2908], [-2.7769, -8.9743, -4.0724], [-3.9827, -6.9585, -6.1736], [-3.4902, -6.6802, -0.5085], [0.4391, -0.1781, -0.2511], [-2.6255, -8.2658, 0.6602], [-0.6595, -3.3611, 0.9961], [-0.4299, 3.4071, 3.2038], [1.3575, -2.4816, 0.4133], [2.3972, 7.5092, 0.6703], [3.4832, 4.6163, -1.1437], [-4.6315, -7.3229, -3.5566], [-7.3927, -6.6098, -6.8042], [-0.5587, 2.6021, 8.7980], [3.0084, 0.0410, 1.3988], [-0.8031, 0.4735, 2.9241], [-4.0710, -9.4240, -5.8371], [-3.0284, 1.2201, 1.0040], [-1.8716, 0.5424, 2.6995], [4.8459, 10.0275, -5.9411], [1.1032, 8.6638, -6.2264], [2.4944, 3.1693, -4.7692], [-1.2152, -1.8417, 0.3345], [-3.0718, -9.4913, -7.2954], [0.8299, 7.0673, -0.0222], [-2.1274, 1.7637, 6.7831], [2.5225, 6.5431, -1.2537], [-1.4866, 2.8697, 5.5759], [-1.3637, 5.5585, 2.2375], [7.6582, 3.9945, -0.7932], [-0.6523, -1.8598, 3.2977], [-1.3903, -2.0182, 2.5038], [-5.3889, -9.8028, -7.8746], [4.5390, 6.9835, -3.4106], [-6.5259, -6.9240, -7.3830], [-1.4358, -7.9277, -3.6178], [-0.9106, -10.3253, 1.2348], [-1.5368, -7.3959, 2.1287], [0.0662, 3.1640, 10.7636], [6.2826, 4.7518, 0.0965], [-4.8309, -8.3913, -3.6810], [0.0273, 2.9351, 1.5571]], "forces_ev_per_angstrom": [[0.0393, -0.0051, -0.0169], [0.0111, -0.0015, -0.0167], [-0.0009, -0.0021, 0.0159], [-0.0075, 0.0351, -0.0128], [0.0861, -0.0515, 0.0348], [0.0267, -0.0371, -0.0190], [-0.0542, 0.0626, -0.0228], [-0.1077, 0.1020, 0.0544], [0.0464, 0.0535, 0.0465], [-0.0301, 0.0393, -0.0136], [0.0253, 0.0149, 0.0363], [0.0159, 0.0599, -0.0692], [0.0073, -0.0431, 0.1210], [-0.0432, 0.0247, -0.0136], [-0.0261, -0.0019, 0.0136], [-0.0026, 0.0009, 0.0026], [-0.0332, 0.0820, 0.0474], [0.0847, 0.0845, -0.2007], [-0.0062, 0.0016, 0.0174], [-0.1623, -0.1469, -0.0205], [-0.0249, 0.0840, -0.1512], [0.0748, -0.0031, -0.0586], [-0.0196, -0.0185, -0.0267], [-0.0005, 0.0331, -0.0752], [-0.0244, 0.0076, -0.0210], [0.0112, -0.0079, 0.0030], [0.0059, 0.0071, 0.0004], [-0.0144, -0.0137, 0.0119], [-0.0218, -0.0160, 0.0384], [0.0132, -0.0225, 0.0421], [0.0375, 0.0026, 0.0155], [-0.0513, 0.0493, -0.0212], [0.0253, 0.0544, -0.0456], [0.0509, -0.0014, 0.0362], [-0.0871, 0.0735, 0.0669], [-0.0323, -0.0262, -0.1079], [-0.1180, 0.1294, -0.0551], [-0.0546, 0.1598, 0.0633], [0.0008, -0.0029, 0.0030], [0.1138, 0.0769, 0.1352], [-0.0054, -0.0539, -0.0699], [-0.0034, -0.0045, -0.0011], [-0.0133, 0.0020, 0.0037], [-0.0622, -0.1171, -0.0936], [0.2361, -0.0476, 0.0540], [-0.0580, -0.1072, -0.0122], [-0.0953, -0.1665, -0.3194], [-0.0084, 0.0058, -0.0010], [0.0121, -0.0082, 0.0648], [-0.0523, -0.0638, 0.0834], [-0.0660, 0.0239, -0.1552], [0.1291, -0.2032, -0.0787], [-0.2012, 0.2071, 0.0706], [0.0103, 0.0155, 0.0273], [-0.0112, -0.0650, -0.0155], [0.0053, -0.0410, -0.0259], [-0.0066, -0.0471, -0.0251], [0.0550, 0.0591, 0.0921], [-0.0533, -0.1559, -0.0220], [-0.0104, -0.0063, -0.0731], [-0.1344, 0.1067, 0.0748], [0.0598, -0.1159, -0.0347], [0.0503, -0.0261, -0.0230], [-0.0076, -0.0290, -0.0150], [0.0016, 0.0553, 0.0573], [-0.0055, -0.0029, -0.0700], [-0.0018, 0.0622, 0.0411], [0.1363, -0.0665, 0.0865], [0.0616, -0.0735, -0.0082], [0.0448, 0.1151, 0.0144], [-0.0116, 0.0479, -0.0222], [0.1538, 0.0115, -0.0317], [-0.0366, 0.0030, 0.0748], [0.0029, 0.0347, 0.0224], [0.2240, -0.0801, 0.0819], [0.0167, 0.0055, -0.0015], [0.0196, -0.0447, -0.0495], [-0.2369, -0.0780, 0.1613], [-0.0686, 0.0043, -0.0033], [0.0182, -0.0107, 0.0251], [-0.0015, -0.0034, -0.0105], [-0.0973, -0.0338, 0.0754], [0.2118, -0.0681, -0.2603], [-0.0186, 0.0240, -0.0267], [-0.0141, -0.1518, -0.1284], [-0.0230, 0.0374, 0.0796], [-0.0029, -0.0131, -0.0125], [-0.0048, -0.0075, -0.0031], [0.1161, -0.0806, -0.0828], [0.0994, -0.0276, -0.0079], [0.0226, 0.0335, -0.0143], [0.1375, -0.0271, 0.1162], [-0.0501, 0.0178, 0.0354], [-0.3100, 0.2099, 0.3151], [-0.0205, -0.0214, 0.0388], [0.0028, -0.0039, 0.0039], [0.0313, -0.0151, -0.0363], [0.1090, -0.0122, 0.0201], [-0.0020, 0.0122, -0.0035], [0.0287, 0.0187, 0.0811], [0.0181, 0.0128, 0.0500], [0.0067, 0.0043, 0.0067], [0.0246, 0.0613, -0.0290], [-0.0511, 0.0080, 0.0033], [-0.0200, 0.0122, -0.0253], [-0.0204, -0.0185, 0.0443], [-0.0436, 0.0148, -0.0563], [0.0525, 0.1061, -0.0358], [0.0161, -0.0143, -0.0218], [-0.0247, 0.0123, -0.0393], [0.0250, 0.0189, -0.0131], [-0.0318, 0.0217, 0.0080], [0.0723, -0.0565, -0.0328], [-0.0271, 0.0133, 0.0111], [-0.0718, 0.0318, -0.0543], [0.1447, -0.1748, -0.0547], [-0.0006, -0.0056, 0.0415], [-0.0986, -0.0138, 0.0534], [0.0940, -0.0053, 0.1231], [0.0027, 0.0171, 0.0646], [0.0064, 0.0045, 0.0063], [0.0356, 0.0032, -0.0683], [0.0531, -0.1309, -0.0194], [-0.0162, 0.1332, 0.0619], [0.0074, -0.0459, -0.0271], [-0.0589, 0.0321, 0.1323], [0.0276, 0.0021, -0.1343], [-0.0295, 0.0314, 0.0040], [0.0464, -0.0770, -0.0799], [-0.0088, -0.0346, -0.0706], [-0.0211, -0.0138, 0.0527], [0.0140, 0.0018, 0.0121], [0.0696, 0.1352, 0.0201], [0.0022, -0.0019, 0.0114], [-0.0653, -0.0208, -0.0801], [-0.0120, -0.0133, -0.0091], [0.0361, -0.0356, 0.0591], [-0.0222, 0.0442, 0.0371], [-0.0291, 0.0595, 0.0137], [-0.1598, -0.0293, -0.1453], [-0.0281, 0.0109, -0.0039], [-0.0681, 0.1085, 0.1434], [-0.0467, -0.0138, -0.0199], [-0.0167, 0.0073, 0.0126], [0.0495, -0.0530, 0.0540], [-0.0357, -0.0584, -0.0684], [0.0186, 0.0188, 0.0060], [0.0656, 0.0188, 0.0187], [-0.0119, -0.0007, -0.0005], [0.0760, 0.0021, 0.1376]], "e_homo_ha": -0.191, "charge": -1, "lumo_energy_ev": 1.72}

=====

{"formula": "C4H13N2O", "method": "the ωB97M-V functional and the def2-TZVPD basis", "elements": ["H", "H", "N", "C", "H", "H", "H", "C", "H", "C", "H", "H", "N", "H", "H", "H", "H", "O", "C", "H"], "xyz": [[3.3568, 0.1898, -1.0201], [-4.1705, 0.2605, 1.0266], [-2.7680, -0.0999, -0.5211], [3.4254, -0.5254, 0.9175], [4.4365, -0.9721, 0.9220], [-2.3415, 0.6495, 1.4442], [-0.1983, -0.0434, -1.9612], [-3.1997, 0.6728, 0.7473], [2.3838, -1.3513, -0.5332], [-0.1734, -0.0564, -0.9277], [-2.8135, -1.1332, -0.4727], [2.7918, -1.0420, 1.5342], [2.8008, -0.4290, -0.3651], [-1.3784, 0.0594, -0.4854], [3.5161, 0.4934, 1.3719], [-3.6018, 1.6305, 0.2233], [-3.2966, 0.2543, -1.4114], [0.7021, 1.7767, 0.4107], [0.5299, 0.8441, -0.2287], [-0.0015, -1.1784, -0.6710]], "forces_ev_per_angstrom": [[-1.1473, -2.1261, 0.4182], [0.5506, -0.3162, 1.0370], [-0.9057, 0.5461, -0.6685], [2.2833, 2.4578, 0.0214], [-0.4367, 0.0301, -0.0167], [-1.0120, 0.5358, -0.1403], [0.0611, 0.7780, -2.0807], [-1.6015, 0.1826, -3.5595], [0.8821, 0.8869, -1.4681], [-0.5016, -4.1853, 1.7821], [-0.5434, 0.8728, 0.1202], [-1.3540, -1.5447, 1.7471], [-0.3893, 1.1852, -0.2895], [-0.3985, 0.1306, -1.3457], [0.0807, -0.6902, -0.3204], [1.6099, -0.8273, 1.7659], [1.3653, -1.0637, 2.2909], [0.4846, -1.1032, -0.6119], [0.8118, 2.1802, 1.3486], [0.1607, 2.0706, -0.0302]], "e_homo_ha": -0.467, "charge": 1, "lumo_energy_ev": -3.61, "de_lowest_kcal_mol": 109.7}